A molecular structure, C24H28ClF5N4O5Si2TeW. Source: the OMol25 dataset; level of theory: wB97M-V/def2-TZVPD.

The geometry in XYZ format:
```
71
Properties=species:S:1:pos:R:3:forces:R:3:mulliken_charge:R:1
W 1.442799 0.191187 -0.946710 0.249 2.206 0.681 2.284
Te 1.803830 1.659413 -3.372679 0.410 4.908 -4.174 1.000
Cl 0.467251 -0.613817 5.509763 -0.139 0.087 -0.010 -0.113
Si 0.592786 -2.377746 -0.394163 -1.108 -2.545 -0.346 1.420
Si -0.645550 -0.091550 -2.674891 -2.064 -1.615 -0.598 2.052
F 2.298722 3.499612 -3.287678 -0.020 -0.705 0.367 -0.413
F 0.411057 2.631095 -4.554762 0.684 -0.798 -0.091 -0.585
F 2.164360 -0.877425 -2.398584 -0.161 -0.549 0.284 -0.721
F 3.680949 1.628027 -4.001464 -0.848 -0.420 0.078 -0.518
F 0.332452 2.413196 -2.091744 0.045 -0.944 -0.103 -0.488
O 3.003988 -0.505737 -0.060891 1.092 -1.299 0.747 -0.684
O 4.505360 -2.076756 3.875632 0.287 -0.122 -0.032 -0.550
O 4.415620 -1.563892 1.276670 0.219 -0.065 0.149 -0.803
O 2.514117 1.531279 -1.585621 0.745 -0.385 1.106 -0.738
O 3.165078 -1.809699 5.608245 0.050 0.016 -0.042 -0.586
N 0.637178 1.693358 0.243555 -0.172 0.366 0.633 -0.827
N 0.181237 4.030314 0.759257 -0.048 0.504 0.211 0.132
N 1.192730 -0.278932 1.757430 0.458 -0.439 0.404 0.700
N 0.454269 -0.107505 2.867315 0.324 -0.128 -0.125 0.063
C -2.679192 -2.074669 -2.982374 -0.113 -0.107 -0.055 -0.816
C -0.834825 0.486975 2.766619 -0.693 0.213 -0.098 0.281
C 2.342246 -0.825260 2.146299 -0.781 0.450 0.432 -0.021
C -0.926120 -2.745526 -1.486421 0.376 0.421 0.139 0.686
C -1.299829 1.369674 3.737418 0.317 -0.080 -0.115 -0.638
C 3.382899 -1.672640 4.433365 -0.267 0.123 0.140 0.447
C 2.359513 -1.035025 3.541848 0.275 -0.108 -0.187 -0.046
C -0.185058 -0.434087 -4.511519 0.744 0.342 0.249 -1.812
C 3.353691 -1.017792 1.095331 -0.133 0.141 -0.433 0.453
C -3.289544 -3.311097 -2.846465 -0.015 0.088 -0.064 -0.738
C -0.469493 4.831341 -0.286989 -0.046 0.014 -0.238 -0.678
C -1.526149 -4.002768 -1.378430 0.053 -0.109 0.092 -0.860
C 0.610208 4.731437 1.966385 0.046 -0.022 0.127 -0.963
C -2.127120 1.109546 -2.849533 0.311 0.048 0.580 -1.433
C 1.133525 -0.556549 3.957639 -0.112 -0.236 0.019 0.008
C -3.337792 1.666368 2.490051 0.024 0.005 0.003 -0.581
C -1.621489 0.209309 1.650522 0.200 -0.150 0.133 0.867
C -2.860764 0.806215 1.511411 -0.063 0.004 -0.020 -1.100
C -1.489428 -1.779564 -2.314321 0.199 0.430 0.245 0.160
C 0.002103 -2.956634 1.330820 0.228 0.645 0.037 -1.421
C -2.701744 -4.285852 -2.052528 0.073 -0.094 0.050 -0.809
C 0.475707 2.801838 0.540032 -0.183 -0.269 -0.232 0.736
C -2.554375 1.941489 3.600349 -0.080 0.048 -0.025 -0.883
C 2.026811 -3.555675 -0.812730 0.166 0.713 -0.023 -1.259
H -0.678385 1.622000 4.581865 -0.001 -0.001 0.078 0.488
H -3.133855 -1.325918 -3.621488 -0.034 -0.030 -0.015 0.380
H -4.217566 -3.518644 -3.364579 0.002 -0.006 -0.002 0.424
H 0.251437 5.520081 -0.726834 0.024 -0.005 0.040 0.343
H 1.280640 5.547520 1.697131 0.021 -0.026 -0.018 0.340
H 4.559439 -1.918649 2.901613 -0.090 0.028 -0.012 0.387
H -0.142189 0.503144 -5.068828 -0.083 -0.042 -0.032 0.479
H -1.866718 2.142598 -2.638138 0.047 -0.008 -0.009 0.148
H 1.682334 -4.591449 -0.778936 -0.237 0.056 0.093 0.414
H 2.847269 -3.451869 -0.098794 -0.009 -0.052 -0.005 0.332
H -0.357429 -3.982778 1.241186 0.037 -0.020 -0.184 0.594
H 0.799367 -2.951776 2.076985 -0.009 -0.057 -0.029 0.334
H 2.433792 -3.361730 -1.804839 -0.057 0.052 0.010 0.299
H -3.456772 0.585465 0.635595 0.003 -0.005 0.004 0.458
H -0.938600 -1.075860 -4.969344 -0.164 -0.007 0.264 0.501
H -1.265369 -0.475658 0.893187 -0.016 0.063 -0.031 -0.201
H -0.825769 -2.357404 1.716852 0.027 -0.130 -0.019 0.413
H -0.840064 4.180276 -1.072721 0.041 -0.056 0.011 0.021
H -2.949424 0.806400 -2.195922 0.020 -0.002 -0.007 0.405
H -1.072384 -4.767491 -0.756809 -0.068 -0.044 -0.014 0.276
H -2.476188 1.083382 -3.882844 0.065 -0.154 -0.034 0.417
H -2.920417 2.610644 4.367665 0.036 0.015 0.002 0.401
H 1.126753 4.048071 2.635812 0.002 -0.023 -0.033 0.320
H -0.261640 5.139835 2.477673 -0.013 -0.022 -0.021 0.338
H -4.313613 2.121729 2.387161 -0.001 -0.009 -0.002 0.450
H -3.157622 -5.262800 -1.953383 -0.014 0.005 -0.008 0.387
H -1.291673 5.388637 0.160849 0.017 -0.038 0.045 0.355
H 0.782634 -0.933235 -4.615575 -0.076 -0.068 0.030 0.294
```
Forces are in eV/Å.

Values from the calculation:
* ⟨S²⟩: 2.014
* multiplicity: 3
* strongest force on any atom: 6.456 eV Å⁻¹
* HOMO level (spin up / spin down): -9.0608 / -9.0334 eV

---

A molecular structure, C36H33N7ReS2. Source: the OMol25 dataset; level of theory: wB97M-V/def2-TZVPD.

The geometry in XYZ format:
```
79
Properties=species:S:1:pos:R:3:forces:R:3:mulliken_charge:R:1
Re 0.678666 8.368038 17.372714 0.847 0.689 -0.568 1.137
S 0.316899 6.148894 16.656402 -0.571 0.142 0.687 -0.268
S 1.404199 6.768896 21.128273 -0.093 0.062 0.567 0.449
N 1.237142 9.048078 15.468426 0.911 0.096 1.392 1.207
N 0.480735 8.925331 14.498853 -0.833 -0.159 -1.480 -1.406
N 1.603147 10.251074 17.680489 0.047 -0.254 -0.267 0.520
N 2.639392 7.621743 18.021075 0.449 0.251 -0.412 0.376
N -0.666251 8.037774 18.926375 -0.122 0.079 -0.266 1.264
N -1.126127 8.681507 16.174466 -0.180 -0.191 -0.398 0.204
N 4.859011 7.766484 17.835252 -0.912 -0.177 0.113 0.028
C 4.893356 4.168955 18.545755 0.215 -0.609 -0.140 -0.557
C 3.830544 11.360836 14.275933 0.179 -0.055 -0.106 -0.713
C 3.007266 10.269249 14.234813 -0.458 0.094 0.369 -0.817
C 2.327965 9.937034 15.415879 -0.403 -0.068 -0.211 0.543
C -1.266272 4.509351 18.146443 -0.340 -0.248 0.156 -0.450
C 1.795188 10.949740 18.917736 0.020 0.248 0.072 -0.822
C -3.094222 8.100492 14.251323 0.789 0.497 0.626 -0.408
C 1.538593 12.976561 20.209936 -0.157 -0.024 -0.340 -0.865
C 3.971860 12.089382 15.456540 -0.119 0.264 0.524 -0.854
C -1.758666 8.283143 13.890501 -0.619 -0.436 -0.477 -0.544
C -3.418394 8.287865 15.582876 -0.766 -0.131 0.103 -0.977
C 1.908530 12.306629 21.373743 0.011 0.310 -0.347 -0.700
C 3.281804 11.781754 16.611975 -0.360 -1.055 -0.522 -1.358
C -2.462738 7.386647 20.893772 -0.999 -0.498 1.094 -1.404
C 5.454946 5.364618 18.189323 0.605 0.212 0.150 -1.107
C -0.816438 8.547907 14.850273 0.245 0.471 0.534 0.031
C 3.191871 6.309426 18.124189 -0.249 -0.456 0.288 -0.348
C -0.768246 5.767017 18.033536 0.436 0.968 0.016 -0.062
C -2.129170 4.140613 19.181695 -0.211 -0.117 0.227 -0.986
C -2.525592 5.065567 20.099463 -0.355 -0.280 0.439 -0.999
C 2.628410 5.053706 18.485448 0.675 0.980 -0.477 -0.131
C 2.227959 10.301942 20.060535 -0.201 -0.314 0.670 0.414
C 3.126651 6.699594 21.607639 0.505 -0.347 0.400 -0.893
C 3.506270 4.006688 18.656059 -0.081 0.103 0.024 -1.054
C 2.397130 10.668618 16.622873 0.325 0.482 -0.637 1.428
C 2.250364 10.981043 21.297449 0.207 -0.973 -0.451 -0.831
C -2.419873 8.566315 16.498639 0.473 -0.206 0.248 0.093
C 1.470378 12.307749 18.998155 -0.121 0.100 0.251 0.310
C 3.702899 8.427785 17.885320 0.047 -0.692 0.164 -0.757
C -1.225759 9.012791 19.644513 -0.184 -0.233 0.805 1.347
C 0.764191 7.034109 22.798015 -0.104 -0.185 0.166 -1.103
C -1.055751 10.473789 19.371517 -0.029 -0.409 0.774 -2.334
C 4.580431 6.416592 17.990596 -0.447 0.160 0.297 0.970
C -2.030210 6.379130 20.033281 0.128 -0.480 -0.416 1.526
C -1.128168 6.729320 19.027328 0.364 -0.052 -0.585 -0.505
C -2.092748 8.663452 20.697344 -0.155 1.096 0.111 -0.827
H -2.496510 3.125613 19.221008 -0.058 -0.015 0.019 0.464
H -3.174575 7.120735 21.692178 0.424 0.195 -0.380 0.438
H -3.251282 4.821108 20.876275 0.256 0.005 -0.162 0.457
H 3.649262 9.489388 17.863739 0.222 0.181 -0.040 0.789
H -2.639655 8.644065 17.546266 -0.193 0.120 0.227 0.437
H -0.292359 7.228053 22.749782 -0.516 -0.071 -0.149 0.264
H 4.364657 11.685291 13.406202 0.186 -0.013 -0.340 0.464
H 1.939886 12.846776 22.299208 -0.009 0.063 0.361 0.493
H 2.460233 9.233151 20.045786 -0.108 0.391 -0.001 -0.250
H 3.133070 3.023176 18.893390 -0.139 -0.038 0.142 0.481
H 4.621144 12.955694 15.472301 0.028 -0.034 -0.049 0.444
H -4.456012 8.204918 15.933645 0.579 0.067 -0.160 0.445
H 1.253305 14.019911 20.247480 0.057 0.006 0.031 0.410
H -1.479319 8.183349 12.857622 0.312 0.101 -0.174 0.546
H -3.843526 7.891218 13.518177 -0.253 -0.162 -0.309 0.507
H 2.820560 9.711453 13.326486 0.071 -0.041 0.058 0.525
H 2.534238 10.414932 22.181970 0.004 0.199 -0.100 0.418
H 0.925626 6.174566 23.454570 0.069 0.009 -0.257 0.409
H -1.043438 3.791317 17.396597 0.300 -0.535 -0.545 0.635
H 1.098915 12.824831 18.123325 0.039 0.014 -0.078 0.599
H 6.532981 5.530930 18.142731 -0.314 -0.216 -0.030 0.455
H -2.034280 10.911816 19.241664 -0.447 0.083 0.019 0.638
H -0.505938 10.639443 18.487108 0.479 0.300 -0.915 0.452
H -2.513923 9.461458 21.307444 0.172 -0.155 -0.142 0.592
H 1.194830 7.906700 23.267621 0.358 0.271 -0.012 0.287
H -0.575259 11.008025 20.203680 -0.098 -0.308 -0.158 0.404
H 5.528062 3.312152 18.746127 -0.027 0.114 -0.068 0.422
H 3.709487 6.381231 20.746496 0.079 -0.011 -0.015 0.079
H 5.769840 8.177404 17.795210 0.293 0.238 -0.052 0.291
H 3.504525 7.663307 21.968296 -0.155 -0.107 -0.099 0.260
H 3.385364 12.363074 17.492270 0.219 0.479 0.516 0.578
H 3.258901 5.950740 22.410148 -0.037 0.324 -0.407 0.460
H 1.575490 4.938026 18.635006 -0.201 -0.109 0.101 0.336
```
Forces are in eV/Å.

Values from the calculation:
* ⟨S²⟩: 3.820
* multiplicity: 4
* strongest force on any atom: 1.705 eV Å⁻¹
* HOMO level (spin up / spin down): -12.9252 / -13.0460 eV
* net charge: +2

---

A molecular structure, C29H32AlP3S3. Source: the OMol25 dataset; level of theory: wB97M-V/def2-TZVPD.

The geometry in XYZ format:
```
68
Properties=species:S:1:pos:R:3:forces:R:3:mulliken_charge:R:1
S -1.635700 -4.023400 1.058200 -0.003 -0.198 0.092 -0.255
S 0.258100 -1.794000 1.538200 -0.002 0.182 -0.107 -0.456
S -1.992200 -1.401400 -0.300600 0.391 0.254 0.075 -0.508
P -1.064200 1.501700 1.968900 -0.576 0.057 0.989 1.125
P 2.011300 0.990900 1.349000 0.731 0.015 0.832 0.607
P 1.662300 -0.565000 -1.582200 0.047 -0.480 -1.072 1.651
Al -0.153800 -0.017700 0.108800 -0.317 0.507 -0.060 0.849
C -1.958000 3.103900 1.909300 0.109 -0.256 -0.275 -1.571
C -1.868200 1.921200 -1.216400 0.351 -0.291 0.354 -0.563
C -1.167300 -2.487400 0.767600 -0.235 -0.419 0.188 0.463
C 1.448500 -3.315800 -1.463500 0.003 0.167 0.027 -0.121
C -2.387000 2.760000 -2.211900 -0.095 0.207 -0.328 -1.469
C 3.081400 2.492700 1.343900 -0.217 -0.183 -0.157 -1.535
C -1.697800 2.946900 -3.377900 -0.217 0.025 0.067 -0.900
C -0.004800 1.387000 -2.587600 -0.063 0.115 -0.184 -0.955
C 0.177000 2.297900 -4.844100 0.020 -0.070 -0.140 -0.795
C 3.991900 0.851200 -1.957600 -0.060 -0.089 0.114 0.213
C 1.733100 0.628800 -4.103700 -0.126 -0.028 0.283 0.438
C 1.423400 1.059900 3.100800 0.081 -0.025 -0.102 -1.011
C -0.505700 2.232000 -3.613600 0.098 -0.010 0.161 0.661
C 3.456100 -0.436800 -1.938300 -0.078 -0.062 0.362 0.035
C 1.129900 -2.185600 -2.214500 0.136 0.053 0.052 0.196
C 5.301600 1.061900 -2.341100 0.025 0.098 0.046 -1.044
C 6.096400 -0.017800 -2.696500 0.009 -0.039 0.002 -0.547
C 5.576700 -1.299000 -2.642200 0.196 -0.029 -0.036 -0.739
C -2.184400 0.484800 2.993600 0.014 0.071 -0.059 -1.515
C -0.658800 1.273900 -1.338300 -0.276 0.090 0.182 0.467
C 0.279000 -2.303700 -3.307500 0.118 0.061 0.032 -0.486
C 4.264200 -1.516300 -2.258400 -0.177 0.038 0.039 -0.572
C 1.115600 0.577500 -2.875100 0.360 -0.012 -0.318 -0.271
C -0.251900 -3.537000 -3.637000 -0.071 -0.018 -0.030 -0.764
C 0.062400 -4.655800 -2.884800 -0.031 -0.032 -0.019 -0.627
C 0.926400 -4.547800 -1.806900 0.034 -0.114 0.027 -0.881
C 3.279900 -0.311300 1.552400 -0.134 0.091 -0.155 -1.088
C 0.241200 2.009100 3.178700 -0.031 -0.111 -0.174 -1.172
C 1.272800 1.514000 -5.084700 -0.084 0.189 -0.179 -1.028
H 3.349800 1.685400 -1.704900 0.028 0.114 -0.074 0.744
H 3.811600 2.406600 2.146500 0.036 0.053 0.082 0.444
H 1.786300 1.563700 -6.034500 -0.030 -0.003 -0.088 0.454
H -1.438800 3.773100 1.226000 -0.030 0.107 -0.026 0.354
H 0.016300 -1.429000 -3.883500 -0.060 0.023 -0.046 0.305
H -1.972900 3.529200 2.910800 -0.041 0.058 0.055 0.482
H 3.865000 -2.519200 -2.239200 -0.041 -0.091 -0.036 0.423
H 2.754900 -1.247700 1.736800 0.171 -0.085 -0.017 0.267
H 0.565300 3.015200 2.894100 -0.101 0.031 0.076 0.430
H 1.115400 0.046000 3.367700 0.074 0.029 0.074 0.512
H 3.919800 -0.072200 2.401100 0.061 -0.019 0.018 0.582
H 2.071800 -3.209200 -0.584400 0.018 -0.091 0.065 0.404
H 6.192300 -2.140400 -2.915100 0.114 -0.133 -0.041 0.418
H -3.003400 0.132700 2.362900 0.058 -0.052 0.048 0.357
H -3.339500 3.248700 -2.056500 -0.040 0.070 -0.015 0.449
H 7.113700 0.142000 -3.019800 0.102 0.004 -0.010 0.380
H -0.934200 -3.610900 -4.470300 -0.064 -0.056 -0.076 0.421
H 5.700400 2.066000 -2.381300 0.010 0.054 0.016 0.427
H 2.478200 3.386400 1.488000 0.005 0.092 -0.030 0.380
H -1.629800 -0.383100 3.352900 -0.082 -0.016 -0.024 0.383
H 1.170200 -5.417600 -1.215500 -0.021 -0.058 0.069 0.417
H 3.612700 2.573500 0.399600 0.013 0.058 -0.083 0.353
H 2.232600 1.373000 3.770100 -0.029 -0.104 -0.093 0.572
H -0.213800 2.949100 -5.614400 0.030 0.083 -0.067 0.393
H -0.389600 -5.607400 -3.120700 0.010 -0.100 -0.045 0.386
H -2.976000 2.964200 1.558000 -0.091 0.021 -0.045 0.480
H -2.587600 1.049700 3.834200 0.021 0.026 0.042 0.457
H -2.451100 1.742200 -0.316400 -0.107 0.161 -0.113 0.751
H 3.879500 -0.404400 0.649200 0.074 -0.049 0.024 0.221
H 2.568300 -0.021000 -4.326700 0.072 -0.004 0.016 0.546
H -0.179500 2.058500 4.188900 -0.030 0.058 -0.141 0.582
H -2.078200 3.596300 -4.154100 -0.058 0.066 -0.047 0.397
```
Forces are in eV/Å.

Values from the calculation:
* relative energy (zero: lowest compared OMol25 entry of this formula, charge and spin): 10.8 kcal/mol
* strongest force on any atom: 1.175 eV Å⁻¹
* HOMO level: -7.1162 eV

---

A molecular structure, C7H10. Source: the OMol25 dataset; level of theory: wB97M-V/def2-TZVPD.

The geometry in XYZ format:
```
17
Properties=species:S:1:pos:R:3:forces:R:3:mulliken_charge:R:1
C -0.099816 1.403143 0.103657 -0.552 -1.237 -0.132 -0.583
C 0.507471 -0.107864 -0.045961 0.054 3.690 0.999 0.754
C -1.491026 -0.375885 -0.039150 -0.527 -0.017 -0.143 -0.340
C -0.430447 -0.621686 -1.148896 0.214 -0.173 -0.399 -0.555
C -1.399455 1.136268 0.101853 -0.209 0.330 0.039 -0.529
C 1.990491 0.046504 0.055669 0.518 -1.231 -0.250 -1.743
C -0.409521 -0.851812 0.955266 0.215 0.085 0.276 -0.597
H -0.454543 -0.487467 1.980109 -0.038 0.132 -0.006 0.285
H -2.478255 -0.829888 -0.067602 0.017 -0.041 -0.063 0.489
H 0.392543 2.382342 0.164649 0.043 -0.727 -0.025 0.378
H 2.453407 0.508221 -0.810600 -0.146 0.050 -0.288 0.355
H 2.358452 0.593804 0.926215 -0.534 0.039 0.094 0.346
H -0.292577 -1.678598 -1.367126 0.037 -0.177 -0.018 0.303
H -0.273842 -1.935244 0.959888 0.076 -0.025 -0.174 0.305
H -2.239998 1.810809 0.155619 -0.079 0.037 0.047 0.413
H 2.362980 -0.951152 0.145866 0.973 -0.745 -0.023 0.428
H -0.495872 -0.041487 -2.069454 -0.062 0.010 0.066 0.291
```
Forces are in eV/Å.

Values from the calculation:
* relative energy (zero: lowest compared OMol25 entry of this formula, charge and spin): 52.5 kcal/mol
* strongest force on any atom: 3.823 eV Å⁻¹
* HOMO level: -8.9133 eV

---

- What is the strongest force on any atom in the fourth record?
  3.823 eV Å⁻¹

---

- Which value of strongest force on any atom does entry 4 give?
  3.823 eV Å⁻¹

---

- What is the strongest force on any atom in the third record?
  1.175 eV Å⁻¹

---

- The lowest strongest force on any atom belongs to which entry?
  C29H32AlP3S3